# C21H21N5O5S2

One molecule with the formula C21H21N5O5S2 (ωB97M-V with the def2-TZVPD basis set, the OMol25 dataset).

Its SMILES is CCOc1ccc2nc(NC(=O)[C@@H]3CCCN(S(=O)(=O)c4cccc5nonc45)C3)sc2c1. As for the HOMO energy: -7.844 eV. For the calculated total energy, the calculation gives -2259.13310 Eh. The calculation puts the molar mass at 487.56 g mol⁻¹. For the energy above the lowest of the compared OMol25 structures with the same formula, charge and spin, the calculation gives 223.7 kJ/mol.

Bonds (Å) are listed after each position.
Atoms and positions in Å:
1 C -1.586 1.513 -6.577  C2 1.526, H34 1.087, H35 1.087, H36 1.087
2 C -2.251 0.294 -5.944  C1 1.526, O3 1.413, H37 1.094, H38 1.097
3 O -1.320 -0.701 -5.568  C2 1.413, C4 1.361
4 C -0.558 -0.539 -4.452  O3 1.361, C5 1.399, C33 1.395
5 C -0.682 0.509 -3.532  C4 1.399, C6 1.380, H39 1.078
6 C 0.128 0.579 -2.417  C5 1.380, C7 1.387, H40 1.078
7 C 1.079 -0.407 -2.204  C6 1.387, N8 1.363, C32 1.412
8 N 1.944 -0.469 -1.153  C7 1.363, C9 1.275
9 C 2.689 -1.503 -1.194  N8 1.275, N10 1.367, S31 1.787
10 N 3.641 -1.863 -0.280  C9 1.367, C11 1.382, H41 1.014
11 C 3.869 -1.379 0.994  N10 1.382, O12 1.208, C13 1.507
12 O 4.815 -1.796 1.621  C11 1.208
13 C 2.852 -0.400 1.521  C11 1.507, C14 1.528, C30 1.542, H42 1.093
14 C 3.387 0.453 2.670  C13 1.528, C15 1.527, H43 1.091, H44 1.092
15 C 2.281 1.403 3.123  C14 1.527, C16 1.529, H45 1.091, H46 1.091
16 C 1.046 0.606 3.546  C15 1.529, N17 1.446, H47 1.093, H48 1.095
17 N 0.608 -0.320 2.526  C16 1.446, S18 1.660, C30 1.440
18 S -0.437 0.305 1.398  N17 1.660, O19 1.438, O20 1.430, C21 1.798
19 O -0.098 1.635 0.968  S18 1.438
20 O -0.685 -0.688 0.399  S18 1.430
21 C -1.924 0.454 2.397  S18 1.798, C22 1.361, C29 1.406
22 C -2.707 1.567 2.336  C21 1.361, C23 1.420, H49 1.079
23 C -3.924 1.681 3.058  C22 1.420, C24 1.363, H50 1.079
24 C -4.385 0.677 3.856  C23 1.363, C25 1.410, H51 1.077
25 C -3.598 -0.489 3.945  C24 1.410, N26 1.320, C29 1.449
26 N -3.752 -1.611 4.623  C25 1.320, O27 1.326
27 O -2.698 -2.363 4.338  N26 1.326, N28 1.328
28 N -1.844 -1.789 3.497  O27 1.328, C29 1.319
29 C -2.355 -0.608 3.210  C21 1.406, C25 1.449, N28 1.319
30 C 1.633 -1.199 2.024  C13 1.542, N17 1.440, H52 1.090, H53 1.095
31 S 2.436 -2.570 -2.604  C9 1.787, C32 1.742
32 C 1.192 -1.469 -3.128  C7 1.412, S31 1.742, C33 1.377
33 C 0.391 -1.541 -4.245  C4 1.395, C32 1.377, H54 1.077
34 H -0.922 2.004 -5.871  C1 1.087
35 H -2.347 2.220 -6.898  C1 1.087
36 H -1.002 1.206 -7.441  C1 1.087
37 H -2.889 -0.203 -6.681  C2 1.094
38 H -2.875 0.586 -5.091  C2 1.097
39 H -1.423 1.278 -3.676  C5 1.078
40 H 0.026 1.371 -1.694  C6 1.078
41 H 4.275 -2.601 -0.567  N10 1.014
42 H 2.515 0.247 0.708  C13 1.093
43 H 4.260 1.017 2.340  C14 1.091
44 H 3.699 -0.194 3.493  C14 1.092
45 H 2.003 2.059 2.296  C15 1.091
46 H 2.620 2.016 3.959  C15 1.091
47 H 0.208 1.276 3.753  C16 1.093
48 H 1.261 0.023 4.448  C16 1.095
49 H -2.374 2.384 1.714  C22 1.079
50 H -4.491 2.594 2.960  C23 1.079
51 H -5.309 0.745 4.406  C24 1.077
52 H 1.177 -1.774 1.218  C30 1.090
53 H 1.933 -1.875 2.831  C30 1.095
54 H 0.469 -2.348 -4.954  C33 1.077